[1]
The following is a quantum chemistry calculation of a molecular structure, C16H39AsF9N3O9SSr, from the OMol25 dataset.

- Energy: -5038.1040 Eh
- Lowest unoccupied orbital energy: 3.95 eV
- Charge: -2
- Energy relative to the best compared isomer or geometry (same formula, charge and spin): 0.00 kcal per mole
- F_max: 6.71 eV/A

XYZ file:
```
79
Properties=species:S:1:pos:R:3:forces:R:3
Sr 0.045 0.542 0.573 -0.70 -0.03 0.94
As 4.510 0.731 0.918 0.19 0.89 1.12
S 0.346 1.703 4.242 -1.34 1.63 6.37
F 4.498 1.621 -0.641 -0.20 -0.65 0.80
F -5.360 1.117 -2.792 -1.75 -0.21 -0.03
F 6.304 0.728 0.756 -1.73 -0.63 0.24
F 4.325 -0.820 -0.061 0.27 1.69 1.44
F 4.514 -0.108 2.511 0.07 0.40 -2.38
F 4.636 2.263 1.812 -0.10 -1.22 -1.09
F 2.692 0.934 0.983 1.80 -0.82 -0.20
F -3.542 1.357 -3.725 1.68 0.39 -2.20
F -4.141 -0.638 -3.067 -0.13 -1.96 -1.55
O -0.351 2.921 0.418 1.11 0.06 -0.73
O 1.633 2.257 4.647 1.19 0.03 -1.17
O 0.258 1.399 2.834 0.13 -1.16 -3.69
O -0.741 2.548 4.716 -2.07 5.03 -2.24
O -0.064 0.645 5.151 1.73 -5.99 0.06
O 3.042 -2.944 -3.638 -0.26 0.55 0.19
O -2.009 0.867 -1.259 -3.58 -0.88 -0.92
O 0.339 -1.714 1.818 1.88 -0.48 -1.35
O -4.072 0.251 -0.314 0.51 -3.03 0.92
N -2.339 -0.670 1.848 0.74 -0.66 -0.90
N 0.647 -1.037 -1.480 -0.41 0.66 -0.21
N 1.616 1.904 -1.383 1.13 -1.01 0.07
C 4.377 -2.665 -3.269 0.38 0.00 0.71
C 1.746 -1.922 -1.724 0.33 -1.25 -0.05
C -3.457 0.890 -1.400 3.42 2.38 0.82
C 1.690 -1.879 2.249 0.17 0.93 0.89
C -4.113 0.636 -2.825 0.98 1.23 4.78
C -0.562 -2.153 2.732 -3.86 0.01 0.89
C -2.010 -3.059 0.825 -0.96 1.28 -0.95
C -5.387 -0.238 -0.287 0.52 0.39 -0.31
C -1.599 3.343 0.931 0.19 0.51 0.02
C 2.052 -1.938 -3.260 1.00 -1.85 0.65
C 2.799 4.126 -1.433 -1.01 -0.03 0.00
C 1.712 3.206 -0.777 0.98 0.28 0.86
C -1.989 -2.132 2.050 0.64 0.42 0.96
C 0.321 3.695 -0.546 0.32 1.64 0.46
C -5.682 -0.905 1.030 -1.67 0.34 0.44
C 1.290 -3.277 -1.057 0.81 -0.08 -1.21
H 1.421 -3.340 0.023 -0.06 0.54 -0.11
H 2.003 -2.877 2.556 -0.50 -0.65 -0.62
H -5.528 -0.248 1.886 0.68 -0.21 0.04
H 0.478 4.692 -0.134 -0.60 0.50 -0.14
H 4.907 -1.943 -3.890 -0.28 0.12 -0.58
H -1.498 3.395 2.015 -0.20 -0.50 0.17
H 1.806 -4.142 -1.471 0.35 0.07 -0.15
H 4.951 -3.592 -3.265 -0.18 -0.16 -0.34
H 1.232 1.797 -2.311 -0.17 0.93 -0.32
H -1.404 -2.632 0.026 -0.06 0.09 -0.08
H 1.800 -1.327 3.182 0.22 0.58 -0.09
H -5.595 -0.963 -1.074 0.04 0.07 -0.35
H 2.503 4.295 -2.468 0.37 0.32 -0.20
H -3.027 -0.419 1.152 0.09 -0.68 -0.78
H -1.824 4.359 0.609 -0.13 0.05 -0.34
H -3.800 1.874 -1.081 0.15 1.31 -1.31
H -0.155 -1.416 -1.962 -0.54 0.15 0.10
H 2.642 -1.523 -1.248 -0.10 -0.15 0.26
H 2.191 3.015 0.183 -0.48 -0.13 0.42
H 2.356 -1.485 1.481 -0.11 -0.09 0.12
H 3.792 3.683 -1.350 -0.29 -0.66 -0.37
H -3.046 -3.084 0.486 -0.15 0.16 -0.42
H 2.997 5.058 -0.904 -0.77 0.29 0.02
H 2.425 -0.966 -3.585 -0.19 0.30 0.07
H -5.405 -1.946 1.196 0.90 0.29 -0.14
H -0.392 -3.168 3.091 0.41 -0.26 -0.03
H 1.178 -2.240 -3.836 -0.17 0.22 0.05
H -1.751 -4.117 0.860 0.45 0.12 1.04
H 0.243 -3.463 -1.297 -0.16 0.20 0.09
H -5.992 0.657 -0.434 -0.81 -0.20 0.07
H 4.518 -2.278 -2.260 -0.50 0.08 0.29
H -6.769 -0.990 1.041 -0.45 -0.03 -0.10
H 0.821 -0.140 -1.911 -0.03 0.28 -0.11
H 2.611 1.733 -1.424 0.21 -1.42 -0.42
H -0.690 -1.472 3.574 0.69 0.18 0.41
H -2.733 -0.233 2.669 0.65 -0.27 0.71
H -2.750 -2.489 2.744 0.31 -0.52 0.42
H -0.165 3.721 -1.521 -0.64 0.13 -0.03
H -2.326 2.627 0.547 -0.36 0.17 0.29
```
Forces are in eV/Å.

[2]
The following is a quantum chemistry calculation of a molecular structure, C16H39B3Br2O13P2, from the OMol25 dataset.

- Energy: -7516.8259 Eh
- Lowest unoccupied orbital energy: 0.13 eV
- Charge: 0
- F_max: 5.23 eV/A

XYZ file:
```
75
Properties=species:S:1:pos:R:3:forces:R:3
Br -1.041 -3.470 5.370 -0.01 0.05 0.01
Br -1.995 -0.126 7.042 0.04 0.08 -0.05
P 1.714 -4.846 -2.514 -2.36 -3.19 -3.40
P 2.941 5.225 -2.436 -3.67 -1.33 -3.35
O 3.287 -4.661 -2.824 -0.37 1.85 1.79
O -3.840 -0.049 3.486 0.53 -0.98 -0.41
O 1.706 6.176 -2.932 0.39 0.30 0.28
O 4.114 6.079 -3.140 0.61 0.31 2.50
O -3.037 1.542 1.894 0.63 -0.83 -0.33
O 2.906 3.901 -3.063 0.39 -0.10 0.28
O 1.468 -6.263 -2.233 0.23 0.09 0.48
O -2.216 1.549 4.101 0.82 -0.89 -0.47
O 1.186 -4.429 -4.008 0.37 0.43 0.22
O 2.328 4.977 -0.963 2.49 1.19 0.56
O 0.531 -4.068 -1.737 2.36 1.34 0.88
O -4.187 -0.343 1.104 -0.53 -0.11 0.71
O -0.216 1.339 0.995 0.04 0.04 0.04
C 3.868 -5.696 -3.627 0.29 -0.30 -0.09
C 0.494 -2.625 -1.871 -0.17 -0.01 -0.03
C -1.992 -0.746 5.199 0.00 -0.65 -0.32
C 1.067 1.737 0.526 0.20 -0.03 0.36
C -4.932 -1.529 1.394 -0.42 -0.70 -0.63
C -0.471 1.911 2.269 0.13 -0.26 -0.32
C -2.477 -2.184 5.023 -0.31 0.37 0.24
C -2.609 -2.595 1.071 0.42 0.29 1.17
C -1.781 -3.897 1.121 -0.90 0.25 -0.53
C 4.202 5.925 -4.563 0.21 -0.08 -0.37
C -3.701 -2.551 5.841 0.42 -0.48 -0.29
C 1.674 0.699 -0.403 -0.03 0.57 -0.17
C 1.845 7.590 -3.104 -0.17 -0.15 -0.12
C -4.060 -2.794 1.503 0.04 -0.02 -0.43
C 1.863 -3.464 -4.819 -0.15 -0.19 -0.08
C 2.173 6.097 -0.068 -0.22 0.03 0.05
B -1.957 1.685 2.729 -0.45 1.23 0.29
B -2.734 0.271 4.246 -0.69 1.01 1.13
B -3.726 0.357 2.151 -0.22 0.96 -0.23
H 4.717 5.000 -4.810 -0.10 -0.07 0.06
H 1.749 1.862 1.375 -0.13 -0.04 0.18
H 1.889 7.820 -4.169 0.02 0.06 0.00
H 4.798 -5.292 -4.023 -0.04 0.11 0.07
H -0.183 2.971 2.271 -0.17 0.11 0.13
H -2.702 -2.291 3.965 0.11 -0.19 -0.06
H 2.739 7.981 -2.622 0.02 0.03 -0.01
H -2.473 -4.719 1.309 0.17 -0.24 -0.10
H -3.998 -3.565 5.579 -0.18 0.01 -0.05
H 4.781 6.771 -4.929 0.00 0.03 0.13
H 0.969 8.075 -2.677 -0.04 -0.05 -0.01
H 4.082 -6.569 -3.017 -0.13 -0.01 0.02
H 3.079 6.701 -0.018 0.01 -0.01 0.04
H 0.132 -2.348 -2.861 0.03 -0.09 -0.02
H -1.051 -3.905 1.924 0.21 0.07 -0.10
H -2.163 -1.906 1.800 0.08 0.18 -0.16
H -5.578 -1.423 2.264 0.23 0.26 0.21
H 1.447 0.956 -1.436 -0.12 -0.37 -0.12
H 1.332 -0.296 -0.134 -0.14 -0.04 -0.05
H 2.758 0.719 -0.302 0.06 0.01 -0.05
H 1.334 6.716 -0.387 0.02 -0.02 -0.07
H -1.330 -4.045 0.139 0.30 -0.32 0.30
H 1.481 -2.198 -1.703 -0.04 0.11 0.03
H -3.441 -2.562 6.895 -0.20 0.22 0.12
H 0.182 1.415 3.001 0.03 0.16 0.16
H 2.400 -3.979 -5.617 0.04 0.04 -0.02
H 3.216 5.935 -5.024 -0.03 -0.07 0.07
H 2.568 -2.864 -4.250 0.03 0.02 -0.01
H -4.512 -1.860 5.616 -0.06 0.07 0.16
H -0.195 -2.235 -1.126 0.03 -0.12 0.08
H -0.945 -0.730 4.895 0.07 0.21 0.08
H 1.116 -2.809 -5.266 -0.04 -0.04 0.01
H -5.614 -1.664 0.556 0.06 0.17 -0.14
H 3.213 -5.971 -4.452 -0.08 -0.01 0.07
H -4.490 -3.558 0.852 -0.11 -0.05 0.04
H 0.967 2.725 0.067 0.14 -0.03 -0.23
H -2.536 -2.068 0.122 -0.12 -0.17 -0.18
H -4.096 -3.212 2.510 0.09 0.07 0.09
H 1.961 5.700 0.921 0.03 -0.10 -0.04
```
Forces are in eV/Å.

[3]
The following is a quantum chemistry calculation of a molecular structure, C16H40AlBeCl2FMgN4O11SSi2, from the OMol25 dataset.

- Energy: -4134.0667 Eh
- Lowest unoccupied orbital energy: -8.86 eV
- Charge: +2
- F_max: 10.03 eV/A

XYZ file:
```
80
Properties=species:S:1:pos:R:3:forces:R:3
Cl -0.942 4.024 -3.471 9.67 -2.25 1.43
Cl -2.590 4.218 -3.982 -8.96 0.67 -3.69
S -2.601 3.064 1.359 -0.21 0.09 0.62
Si 0.129 1.050 0.081 0.84 0.05 -0.15
Si -0.840 3.747 0.350 -0.92 2.78 -1.32
Al 1.714 -1.353 -2.585 0.67 0.26 -0.80
Mg -0.821 8.127 0.157 0.23 -2.82 2.25
F -1.137 6.050 1.817 0.04 2.16 -1.02
O -1.355 7.924 -1.623 0.03 -0.17 -1.25
O -5.471 2.927 -1.186 0.06 -0.30 0.05
O -0.224 6.578 -2.921 0.06 0.35 -0.51
O -6.369 4.792 -2.079 -0.13 0.06 -0.11
O -4.162 4.575 -1.666 -0.38 0.22 0.00
O -1.720 0.875 -2.915 -0.51 -0.31 -0.01
O 3.542 -0.015 0.907 0.13 -0.35 -0.16
O -0.420 0.438 -2.576 0.88 0.25 -0.53
O 0.630 7.261 -1.049 -0.59 0.28 -0.06
O 0.791 -3.190 0.237 -1.11 0.01 -0.94
O -0.017 2.564 -0.530 -0.55 -0.58 0.63
N -0.296 7.212 -1.931 0.28 0.90 0.86
N -1.504 4.984 -0.804 0.88 -1.44 0.87
N 5.574 0.581 0.100 0.24 0.07 -0.18
N 0.421 -4.094 0.917 4.05 1.55 1.49
C -3.975 5.900 -2.182 -0.45 0.68 0.05
C -5.436 4.156 -1.683 0.09 0.12 0.14
C 5.070 1.860 -0.386 -0.10 -0.13 0.16
C 0.305 -2.293 2.684 0.43 0.38 -0.89
C 0.473 -6.168 3.030 -0.01 0.08 -0.03
C 0.485 -6.481 1.521 -0.60 0.24 0.59
C 1.120 -5.394 0.647 -1.02 -2.79 -0.80
C 4.732 -0.247 0.713 -0.12 -0.07 0.20
C -6.783 2.352 -1.146 -0.16 -0.16 0.05
C -1.578 -3.857 2.271 -0.19 -0.36 -0.51
C -0.438 -0.168 -1.294 -1.11 1.02 0.32
C 2.627 -5.320 0.883 0.24 1.08 0.30
C 0.552 -4.665 3.348 0.71 -0.90 -0.47
C 0.865 -5.808 -0.812 -0.14 0.71 -0.32
C 6.978 0.254 -0.098 -0.13 0.22 -0.05
C -0.032 -3.719 2.283 -2.20 -0.17 1.70
Be 2.428 -4.387 -2.814 0.56 0.50 -0.77
H -0.103 -2.101 3.672 -0.08 -0.20 0.06
H 7.208 0.248 -1.164 0.09 -0.02 0.01
H 1.597 -4.399 3.518 -0.01 0.17 -0.07
H 7.201 -0.726 0.318 -0.04 -0.02 0.04
H -1.453 -0.524 -1.139 -0.06 -0.51 0.12
H -7.198 2.272 -2.148 -0.04 0.12 -0.02
H 7.602 0.998 0.397 0.08 -0.04 -0.02
H -1.691 1.847 -2.818 0.45 -0.14 0.13
H -2.918 6.124 -2.116 -0.23 0.03 -0.01
H -6.677 1.357 -0.725 0.17 0.00 0.03
H -1.107 5.007 -1.750 -0.19 -0.15 1.37
H 4.269 1.692 -1.108 -0.02 0.08 -0.02
H -1.980 -3.606 3.248 0.17 0.04 0.10
H 4.664 2.436 0.444 -0.03 0.06 -0.04
H 1.303 -6.673 3.521 0.03 0.05 0.05
H 0.987 -7.429 1.345 0.15 0.07 -0.15
H -4.530 6.623 -1.583 -0.09 -0.11 -0.03
H -0.546 -6.639 1.196 0.03 0.05 -0.15
H -2.024 -3.182 1.539 0.06 0.06 0.01
H 1.380 -5.123 -1.542 -0.72 -0.66 1.03
H -2.848 1.831 0.907 0.25 -0.03 -0.38
H 0.051 -4.473 4.294 -0.20 0.25 -0.11
H -0.430 -6.591 3.468 -0.03 -0.04 -0.05
H 3.104 -4.586 0.231 -0.07 0.03 -0.02
H -0.127 -1.556 2.008 -0.01 0.01 0.01
H -1.902 -4.870 2.027 0.03 -0.02 0.05
H -7.440 2.940 -0.509 -0.02 0.09 -0.08
H -2.485 4.732 -0.912 0.31 0.05 0.23
H 5.209 -1.183 1.046 0.01 0.01 0.01
H -4.288 5.962 -3.222 -0.24 0.09 0.13
H -0.200 -5.809 -1.051 0.00 0.02 -0.03
H 3.060 -6.292 0.659 -0.22 -0.13 -0.03
H 0.008 4.439 1.305 0.55 -0.62 0.01
H 2.886 -5.069 1.910 -0.03 -0.04 0.03
H 1.384 -2.131 2.725 0.01 0.02 -0.07
H 1.242 -6.813 -0.984 0.10 -0.02 0.12
H 0.251 -1.023 -1.392 -0.57 -0.40 0.81
H -0.592 0.817 1.342 -0.22 -0.12 -0.10
H 5.873 2.417 -0.858 0.06 -0.04 0.00
H 1.534 0.700 0.325 0.06 0.05 -0.12
```
Forces are in eV/Å.

> Number 2 is which compound?

C16H39B3Br2O13P2

> Which of these has the highest F_max?

C16H40AlBeCl2FMgN4O11SSi2

> What is the energy in the second record?

-7516.8259 Eh